{
  "formula": "CH5INP",
  "method": "wB97M-V/def2-TZVPD",
  "de_lowest_kj_mol": 208.5,
  "fmax_ha_per_bohr": 0.07504,
  "multiplicity": 3,
  "charge": 0,
  "elements": ["C", "N", "P", "I", "H", "H", "H", "H", "H"],
  "coordinates": [[-0.38107, 1.08896, -0.47862], [-0.28817, 0.00621, 0.47633], [1.22017, -0.77857, 0.66180], [1.11145, -2.65852, -0.94451], [0.30005, 0.94402, -1.39991], [-1.50809, 1.12719, -0.84597], [-0.04139, 2.03924, 0.01590], [-1.12193, -0.06553, 1.00914], [0.70899, -1.70300, 1.50582]],
  "forces_ev_per_angstrom": [[-1.0494, 0.5233, -1.5507], [1.2503, 0.4566, -1.5016], [-0.8396, 2.9283, 1.9475], [0.2132, -2.6808, -2.7674], [-1.0366, -0.0731, 1.4808], [2.4228, 0.3394, 0.6737], [-0.6578, -0.5500, -0.6031], [-0.1976, -0.2581, 1.1192], [-0.1054, -0.6855, 1.2016]]
}


{
  "formula": "C5H11NO",
  "method": "wB97M-V/def2-TZVPD",
  "de_lowest_kj_mol": 408.9,
  "fmax_ha_per_bohr": 0.00795,
  "charge": 0,
  "elements": ["C", "C", "C", "N", "C", "O", "C", "H", "H", "H", "H", "H", "H", "H", "H", "H", "H", "H"],
  "coordinates": [[-2.28879, 0.22660, -0.75637], [-1.29112, 0.59865, 0.34723], [-0.41751, -0.57923, 0.66883], [0.49418, -1.04957, -0.16895], [1.36717, -0.07083, -0.88667], [0.86237, 0.64354, -1.73596], [2.55520, 0.00019, -0.13767], [-2.99159, 1.04920, -0.91675], [-1.74271, 0.04240, -1.68551], [-2.86323, -0.66900, -0.49325], [-0.68430, 1.44369, 0.02049], [-1.80957, 0.89193, 1.26613], [0.81398, 0.30409, 1.68098], [-0.77156, -1.28057, 1.42356], [0.97877, -1.87608, 0.16233], [2.98625, -0.90630, 0.28016], [1.57363, 0.40052, 1.25771], [3.22884, 0.83077, -0.32630]],
  "forces_ev_per_angstrom": [[-0.0503, -0.0268, -0.0730], [0.0931, 0.0625, 0.1139], [0.1309, -0.0748, -0.2318], [-0.1166, 0.0537, 0.2446], [0.0092, 0.1959, 0.0431], [0.1330, -0.1973, 0.2438], [0.0239, -0.0346, -0.2084], [0.0910, -0.1192, 0.0177], [-0.1157, 0.0147, 0.1274], [0.0625, 0.1320, -0.0513], [-0.0494, -0.1261, 0.0191], [0.0647, -0.0712, -0.1186], [0.2885, 0.0884, -0.0447], [0.0540, 0.0736, -0.1265], [-0.0274, 0.1065, -0.0481], [-0.0934, 0.1383, -0.0393], [-0.3892, -0.0402, 0.1188], [-0.1090, -0.1751, 0.0134]]
}


{
  "formula": "C2HN3O2S",
  "method": "wB97M-V/def2-TZVPD",
  "de_lowest_kj_mol": 489.4,
  "fmax_ha_per_bohr": 0.11453,
  "charge": 0,
  "elements": ["C", "C", "H", "N", "N", "N", "O", "O", "S"],
  "coordinates": [[0.98813, 0.12030, -0.14140], [-1.60754, 0.14586, -0.02810], [2.49756, -0.85509, 0.79880], [0.33590, 1.30631, -0.25837], [-0.96164, 1.38873, 0.02280], [0.49083, -1.01248, -0.17567], [2.31316, 0.03959, -0.01043], [-0.83409, -1.08557, -0.16198], [-3.22232, -0.04766, -0.04565]],
  "forces_ev_per_angstrom": [[1.2510, 0.0216, -0.2165], [-0.7761, -2.0506, 0.1996], [-0.8823, 4.1661, -4.0684], [-2.4735, 2.2911, 1.7028], [3.7218, -1.7552, -1.9030], [-1.5313, -3.0474, 0.2672], [2.2153, -2.1044, 3.8985], [-2.3322, 2.1068, -0.0074], [0.8072, 0.3720, 0.1273]]
}


{
  "formula": "C21H28N6O2",
  "method": "wB97M-V/def2-TZVPD",
  "de_lowest_kj_mol": 107.2,
  "fmax_ha_per_bohr": 0.02029,
  "charge": 0,
  "smiles": "CN1CCN(CCCNC(=O)Cn2ncc3c4ccccc4n(C)c3c2=O)CC1",
  "elements": ["C", "N", "C", "C", "N", "C", "C", "H", "H", "H", "H", "C", "H", "C", "H", "H", "C", "N", "C", "O", "C", "N", "N", "C", "C", "C", "N", "C", "C", "C", "C", "C", "C", "H", "H", "H", "H", "C", "H", "H", "H", "C", "O", "H", "H", "H", "H", "H", "H", "H", "H", "H", "H", "H", "H", "H", "H"],
  "coordinates": [[-1.85779, -3.33580, 0.51238], [-0.97488, -2.41191, -0.16936], [0.09247, -3.06269, -0.92119], [1.25767, -3.54019, -0.03945], [1.82255, -2.47288, 0.77229], [0.75516, -1.88106, 1.56725], [-0.41730, -1.38794, 0.70585], [-1.21555, -0.99330, 1.33835], [-0.05928, -0.57712, 0.06687], [1.15346, -1.05167, 2.15185], [0.41032, -2.64795, 2.26761], [2.60509, -1.51326, 0.00657], [3.19775, -2.08312, -0.71494], [3.56518, -0.72396, 0.89782], [3.01421, -0.16816, 1.65727], [4.23148, -1.41974, 1.40803], [4.39299, 0.27471, 0.08384], [3.57674, 1.32819, -0.47658], [3.47557, 2.53921, 0.09409], [4.12566, 2.91455, 1.04432], [2.45305, 3.45202, -0.61466], [1.08312, 3.06808, -0.32436], [0.51582, 3.77570, 0.65128], [-0.70368, 3.53119, 1.00708], [-1.47184, 2.54488, 0.35820], [-0.87574, 1.83324, -0.69411], [-1.76611, 0.94728, -1.22081], [-2.93530, 1.04678, -0.51487], [-4.11887, 0.33207, -0.66486], [-5.15720, 0.62996, 0.19070], [-5.03597, 1.61530, 1.17530], [-3.86800, 2.32687, 1.33389], [-2.80101, 2.04253, 0.48489], [-3.77391, 3.08540, 2.09587], [-5.87729, 1.81594, 1.82148], [-6.08867, 0.09087, 0.10201], [-4.21675, -0.43263, -1.41917], [-1.53953, 0.03833, -2.31110], [-1.65537, -0.99068, -1.96189], [-0.52803, 0.18777, -2.68326], [-2.25207, 0.23336, -3.11534], [0.49904, 2.05005, -1.05058], [1.14998, 1.41961, -1.89094], [-1.08908, 4.13552, 1.81231], [2.58739, 4.46791, -0.24322], [2.60782, 3.40269, -1.69543], [2.92454, 1.09705, -1.22005], [5.12792, 0.75711, 0.73248], [4.91140, -0.23826, -0.73126], [1.97888, -0.81007, -0.56173], [2.04460, -3.96840, -0.66368], [0.90916, -4.31952, 0.64565], [-0.33213, -3.90386, -1.47306], [0.47049, -2.33491, -1.64673], [-2.28531, -4.01528, -0.22488], [-1.37488, -3.93496, 1.29541], [-2.66797, -2.76488, 0.96652]],
  "forces_ev_per_angstrom": [[0.0400, 0.0230, -0.0034], [-0.0037, -0.0148, -0.0181], [0.1482, -0.0838, 0.0715], [-0.1914, 0.0106, -0.1615], [0.0860, -0.1474, 0.0212], [-0.2117, 0.1154, -0.0333], [0.1773, 0.0024, 0.1284], [-0.0085, 0.0843, -0.0125], [-0.0151, 0.0816, 0.0440], [-0.0362, -0.0132, 0.0779], [-0.0103, 0.0686, 0.0584], [0.1429, 0.1333, 0.2672], [-0.0233, 0.0349, -0.0547], [0.0101, 0.0278, -0.3742], [0.0193, 0.0256, 0.0735], [-0.0019, -0.0510, 0.0494], [0.0343, -0.0503, 0.3897], [-0.0079, -0.5085, -0.3233], [-0.3436, 0.2978, -0.4695], [0.1622, 0.1893, 0.3764], [0.5356, 0.0697, -0.0049], [-0.3628, -0.3439, -0.2756], [-0.1015, 0.6671, 0.7960], [0.1965, -0.0849, -0.1949], [0.4505, -0.5160, -0.7384], [-0.3317, 0.5981, 0.6875], [0.1947, 0.1797, 0.1139], [-0.1265, 0.3499, 0.4668], [-0.0741, -0.1224, -0.0880], [0.0502, -0.0872, -0.1233], [-0.0558, 0.1640, 0.2048], [-0.0622, -0.0773, -0.0516], [-0.0275, -0.2615, -0.2428], [-0.0316, 0.0706, 0.0948], [-0.0597, 0.0226, 0.0575], [-0.0626, -0.0534, -0.0248], [-0.0210, -0.0937, -0.0847], [0.0516, -0.4117, -0.5007], [0.0204, 0.0338, 0.0030], [-0.1121, -0.0245, 0.0277], [0.0130, 0.0221, 0.0022], [0.0687, 0.0278, 0.0085], [-0.0691, -0.0739, -0.2381], [-0.0198, 0.0959, 0.0921], [-0.0315, -0.2022, -0.0689], [-0.0486, 0.0383, 0.1101], [0.0530, 0.2094, 0.1184], [-0.0024, -0.1113, -0.1544], [0.0453, 0.0264, 0.0586], [0.0547, -0.0321, -0.0858], [-0.0058, -0.0550, 0.0160], [0.0093, -0.0578, -0.0633], [0.0129, 0.0158, -0.0721], [0.0308, -0.0405, -0.0810], [-0.0554, -0.0665, 0.0363], [-0.0315, -0.0494, 0.0408], [-0.0608, -0.0520, 0.0510]]
}


{
  "formula": "C2H6IOP",
  "method": "wB97M-V/def2-TZVPD",
  "de_lowest_kj_mol": 223.1,
  "fmax_ha_per_bohr": 0.01497,
  "charge": 0,
  "smiles": "C/P=C\\I.O",
  "elements": ["C", "C", "O", "P", "I", "H", "H", "H", "H", "H", "H"],
  "coordinates": [[-0.82635, 1.43594, -0.81707], [0.89469, 0.31021, 1.06046], [-0.08726, -2.11638, 0.27700], [-0.68683, 0.80842, 0.91884], [2.45770, 0.27930, -0.36153], [-0.10958, 0.94433, -1.47025], [-0.64489, 2.51256, -0.82334], [-1.83676, 1.25628, -1.18273], [1.22866, -0.09038, 2.00252], [-0.08572, -2.58441, -0.56130], [-0.30365, -2.75585, 0.95741]],
  "forces_ev_per_angstrom": [[-0.0338, -0.1475, 0.2781], [-0.2105, 0.6480, -0.3577], [-0.0470, -0.0932, -0.2165], [0.6821, 0.1473, -0.1391], [-0.3867, 0.0263, 0.3796], [0.0036, 0.0262, -0.0702], [0.0104, -0.0284, -0.0312], [-0.0234, 0.0245, 0.0156], [0.0816, -0.0907, 0.1352], [0.0014, -0.2595, -0.0009], [-0.0777, -0.2529, 0.0071]]
}


{
  "formula": "C6H12O",
  "method": "wB97M-V/def2-TZVPD",
  "de_lowest_kj_mol": 357.6,
  "fmax_ha_per_bohr": 0.01660,
  "charge": 0,
  "elements": ["C", "C", "O", "C", "C", "C", "C", "H", "H", "H", "H", "H", "H", "H", "H", "H", "H", "H", "H"],
  "coordinates": [[-1.16942, 1.77853, -0.45849], [-0.21789, 0.99182, 0.37757], [0.59895, 1.92923, 1.00724], [-0.23023, -0.27702, 1.15774], [1.03955, -1.04388, 0.68340], [0.62804, -1.67558, -0.64125], [-0.10965, -0.57103, -1.36638], [-1.62099, 2.63988, 0.05007], [-1.89722, 1.10407, -0.89751], [-0.55831, 2.18005, -1.27625], [0.85004, 1.61469, 1.89384], [-0.20134, -0.12043, 2.24902], [-1.12206, -0.84685, 0.89201], [1.83132, -0.31373, 0.45850], [1.42816, -1.74822, 1.42450], [-0.01483, -2.54275, -0.42688], [1.49354, -2.05214, -1.20056], [-1.11446, -0.90770, -1.69193], [0.38683, -0.13895, -2.23464]],
  "forces_ev_per_angstrom": [[-0.2341, -0.1193, -0.0614], [-0.1106, -0.3704, -0.4148], [0.4417, -0.3797, -0.4632], [-0.1676, -0.0565, -0.0079], [0.0506, -0.1212, 0.1853], [0.0892, 0.0368, 0.0714], [0.2759, 0.2557, 0.0885], [-0.0401, -0.2389, 0.1675], [-0.2293, 0.1658, -0.0353], [-0.2986, 0.0230, 0.0786], [0.0917, -0.0905, -0.6197], [-0.0971, 0.1327, -0.1115], [0.0248, -0.1436, 0.2003], [-0.1341, -0.1380, 0.2753], [-0.1043, -0.0443, 0.0371], [0.0311, 0.2173, -0.1290], [-0.0517, 0.1258, 0.1122], [0.2526, 0.6759, 0.4560], [0.2099, 0.0695, 0.1707]]
}


Question: What is the charge in the fourth record?
Answer: 0


Question: Which value of charge does entry 5 give?
Answer: 0


Question: Number 6 is which compound?
Answer: C6H12O